The molecule C20H19N3O9S at a distorted geometry. Source: the Open Molecules 2025 dataset; level of theory: ωB97M-V with the def2-TZVPD basis set.

Bonds (Å) are listed after each position.
Cartesian coordinates (Å):
1 C -3.520 -0.371 1.767  O2 1.410, H34 1.095, H35 1.094, H36 1.088
2 O -2.491 -1.285 1.464  C1 1.410, C3 1.355
3 C -1.525 -0.913 0.589  O2 1.355, C4 1.388, C18 1.402
4 C -1.406 0.346 0.017  C3 1.388, C5 1.392, H37 1.078
5 C -0.333 0.625 -0.824  C4 1.392, C6 1.475, C14 1.387
6 C -0.125 2.000 -1.317  C5 1.475, S7 1.651, N8 1.339
7 S 1.280 2.743 -0.872  C6 1.651
8 N -1.095 2.603 -2.016  C6 1.339, C9 1.447, C13 1.448
9 C -2.171 1.897 -2.679  N8 1.447, C10 1.538, H38 1.089, H39 1.095
10 C -1.939 1.960 -4.198  C9 1.538, O11 1.404, H40 1.091, H41 1.101
11 O -1.837 3.288 -4.644  C10 1.404, C12 1.410
12 C -0.772 3.959 -4.008  O11 1.410, C13 1.532, H42 1.090, H43 1.100
13 C -0.964 3.965 -2.488  N8 1.448, C12 1.532, H44 1.090, H45 1.094
14 C 0.623 -0.342 -1.100  C5 1.387, C15 1.390, H46 1.077
15 C 0.510 -1.614 -0.552  C14 1.390, O16 1.350, C18 1.400
16 O 1.399 -2.614 -0.731  C15 1.350, C17 1.413
17 C 2.481 -2.422 -1.620  O16 1.413, H47 1.093, H48 1.094, H49 1.088
18 C -0.577 -1.899 0.283  C3 1.402, C15 1.400, O19 1.393
19 O -0.761 -3.175 0.811  C18 1.393, C20 1.340
20 C -0.300 -3.442 2.041  O19 1.340, O21 1.191, C22 1.519
21 O -0.643 -4.395 2.668  C20 1.191
22 C 0.610 -2.359 2.595  C20 1.519, C23 1.392, C30 1.395
23 C 0.056 -1.368 3.399  C22 1.392, C24 1.382, H50 1.079
24 C 0.840 -0.333 3.874  C23 1.382, C25 1.390, H51 1.080
25 C 2.191 -0.291 3.546  C24 1.390, N26 1.454, C29 1.385
26 N 3.012 0.800 4.042  C25 1.454, O27 1.207, O28 1.209
27 O 4.191 0.768 3.783  N26 1.207
28 O 2.455 1.659 4.685  N26 1.209
29 C 2.772 -1.280 2.769  C25 1.385, C30 1.386, H52 1.081
30 C 1.973 -2.314 2.306  C22 1.395, C29 1.386, N31 1.454
31 N 2.590 -3.374 1.526  C30 1.454, O32 1.209, O33 1.206
32 O 3.703 -3.164 1.101  N31 1.209
33 O 1.962 -4.393 1.383  N31 1.206
34 H -3.128 0.526 2.258  C1 1.095
35 H -4.077 -0.085 0.871  C1 1.094
36 H -4.183 -0.898 2.451  C1 1.088
37 H -2.114 1.127 0.243  C4 1.078
38 H -2.206 0.859 -2.352  C9 1.089
39 H -3.117 2.394 -2.439  C9 1.095
40 H -2.783 1.518 -4.731  C10 1.091
41 H -1.021 1.403 -4.443  C10 1.101
42 H -0.771 4.976 -4.400  C12 1.090
43 H 0.183 3.471 -4.251  C12 1.100
44 H -0.110 4.431 -1.994  C13 1.090
45 H -1.882 4.507 -2.237  C13 1.094
46 H 1.460 -0.080 -1.726  C14 1.077
47 H 2.129 -2.199 -2.630  C17 1.093
48 H 3.146 -1.627 -1.271  C17 1.094
49 H 3.023 -3.366 -1.620  C17 1.088
50 H -0.994 -1.416 3.642  C23 1.079
51 H 0.428 0.447 4.496  C24 1.080
52 H 3.826 -1.251 2.532  C29 1.081

molecular weight	477.45	g mol⁻¹
SMILES	COc1cc(C(=S)N2CCOCC2)cc(OC)c1OC(=O)c1ccc([N+](=O)[O-])cc1[N+](=O)[O-]
frontier orbital gap	7.30	eV
E_HOMO	-8.3798	eV
calculated total energy	-54774.6203	eV
charge	0
F_max	0.023	hartree/bohr

Löwdin population analysis, charges in e, atoms 1 to 5: number 1, C, carries -0.062; number 2, O, carries -0.063; number 3, C, carries -0.195; number 4, C, carries 0.029; number 5, C, carries -0.262